1.
Computed, not measured: a molecular structure, C7H15F10HfN7O24S6 in a non-equilibrium geometry, with ωB97M-V/def2-TZVPD.

```
70
Properties=species:S:1:pos:R:3:mulliken_charge:R:1
Hf -1.4605 3.2312 1.9593 2.0385
C -1.7964 2.7977 6.7638 0.5004
F -2.7138 1.8512 6.5614 -0.1980
F -2.3910 3.9809 6.7394 -0.1951
F -1.2109 2.5578 7.9073 -0.1546
S -0.5557 2.6892 5.3635 1.2351
O 0.0430 1.4023 5.4917 -0.5708
O -1.3868 2.8339 4.0863 -0.4928
O 0.3806 3.7623 5.5177 -0.6199
C -3.4379 3.5613 -2.3995 0.6374
F -3.6785 2.2897 -2.1082 -0.2131
F -2.2645 3.6376 -3.0032 -0.1657
F -4.3885 4.0449 -3.1654 -0.1964
S -3.4106 4.6508 -0.8481 1.0203
O -4.7740 4.7567 -0.4504 -0.6020
O -2.5110 3.9041 0.1472 -0.6357
O -2.7883 5.8830 -1.2023 -0.5918
N -0.8302 1.3988 1.0153 0.6234
S -0.3868 -0.0748 1.5697 0.8749
O 0.9957 -0.3116 1.7233 -0.2257
O -1.2807 -1.1482 1.3988 -0.4578
F -0.8604 0.3943 3.0613 -0.3692
S -0.5514 0.8384 -0.6141 0.4661
O -1.4392 -0.0608 -1.2282 -0.1727
O 0.8224 0.8818 -0.9350 -0.4971
F -1.0313 2.2269 -1.2158 -0.2407
N 0.9423 -5.5469 0.1021 -0.2825
S 0.1148 -4.2129 0.6702 0.8924
O 0.7367 -2.9177 0.6707 -0.2015
O -0.9051 -4.5528 1.6066 -0.6002
F -0.6997 -4.0329 -0.7018 -0.3266
S 1.5457 -5.9010 1.5275 0.9848
O 0.7840 -6.8443 2.2773 -0.6095
O 2.3356 -4.9451 2.2611 -0.5498
F 2.8098 -6.7584 0.9774 -0.3254
C 2.6027 1.6620 3.3745 -0.9493
N 2.0437 2.7417 2.5212 0.6570
O 0.7902 2.8905 2.5892 -0.1917
O 2.7728 3.4563 1.9390 -0.4236
H 1.9164 0.8465 3.5663 0.3047
H 2.9488 2.0799 4.3195 0.3584
H 3.4758 1.3063 2.8313 0.4635
C -0.1881 1.8496 -5.8686 -0.8525
N 0.2143 0.8795 -4.8273 0.9514
O -0.3698 0.9118 -3.7592 -0.4480
O 1.1235 0.1278 -5.0882 -0.5367
H -1.2382 1.6211 -6.0537 0.2631
H 0.3569 1.7010 -6.7910 0.3236
H -0.1187 2.8294 -5.4057 0.2852
C 3.8711 -2.0247 2.1854 -0.6271
N 4.0910 -2.0378 0.7177 1.0142
O 4.4372 -3.0846 0.2343 -0.5006
O 3.9481 -0.9958 0.0951 -0.5905
H 4.1530 -1.0593 2.5970 0.0977
H 4.6300 -2.6959 2.5830 0.3834
H 2.8791 -2.4069 2.4106 0.2262
C -3.4714 -1.1640 -3.2584 -0.5278
N -2.8115 -1.2812 -4.5682 1.0095
O -2.4253 -2.3845 -4.8769 -0.5318
O -2.6170 -0.2740 -5.2292 -0.5753
H -3.1406 -1.9139 -2.5499 0.2989
H -4.5434 -1.3208 -3.4038 0.3580
H -3.4277 -0.1425 -2.8965 -0.0230
C 1.9580 -2.1299 -2.3034 0.4102
N 1.8609 -3.2771 -3.2258 1.0451
O 2.2288 -3.0911 -4.3744 -0.6349
O 1.3644 -4.3036 -2.8244 -0.5436
H 1.5587 -1.2279 -2.7579 -0.0657
H 2.9836 -1.9326 -2.0005 0.2846
H 1.3856 -2.4228 -1.4282 -0.4914
```

LUMO level (eV): -6.2
Gap between HOMO and LUMO (eV): 2.18
Strongest force on any atom (eV/A): 8.54

2.
Computed, not measured: 2 unconnected molecules or ions with the total composition C7H15FN in a non-equilibrium geometry, with ωB97M-V/def2-TZVPD.

```
24
Properties=species:S:1:pos:R:3:mulliken_charge:R:1
C -0.5861 1.4713 2.8936 -1.2385
C 0.2085 1.4241 1.7155 0.0981
C -2.3790 0.1615 0.8447 -1.3949
C -1.1198 -1.7071 -0.1552 -1.5227
C 2.9970 -0.3630 -1.8691 -0.5128
C -1.0116 -0.5439 0.8558 0.4965
C -0.0063 0.5016 0.7086 0.3039
N 1.9810 0.0305 -3.0114 -0.2382
F 0.7021 0.6611 -0.3891 -0.2028
H -0.6663 2.2620 3.4828 0.3511
H -1.0921 0.5925 3.2467 0.3410
H 0.7085 2.4158 1.4747 0.2496
H -2.3156 0.8523 1.6851 0.4990
H -2.4250 0.6765 -0.1242 0.3199
H -3.1179 -0.5829 0.9967 0.4505
H -0.3030 -2.4271 0.1489 0.3655
H -2.0810 -2.0834 -0.0839 0.4191
H -0.9108 -1.4095 -1.1687 0.2667
H 3.2200 -1.3629 -1.8135 0.3648
H 3.8364 0.2551 -1.7098 0.3462
H -0.9523 -1.0892 1.8456 0.2107
H 2.3689 -0.0481 -4.0090 0.3903
H 1.6512 0.9197 -2.8150 0.3363
H 1.2934 -0.6073 -2.7496 0.3006
```

LUMO level (spin up / spin down) (eV): -3.8 / -5.7
Total charge: +1
2S+1: 3
Gap between HOMO and LUMO (spin up / spin down) (eV): 6.22 / 6.95
Strongest force on any atom (eV/A): 5.08

3.
Computed, not measured: 2 unconnected molecules or ions with the total composition C7H15FSi, with ωB97M-V/def2-TZVPD.

```
24
Properties=species:S:1:pos:R:3:mulliken_charge:R:1
C 3.0966 -0.4509 -0.2356 -1.0779
C 2.3477 -1.2030 0.6221 0.5398
C 0.3915 2.0760 -0.9477 -0.9301
C -2.6443 -1.9183 -0.4890 -1.3034
C 1.9869 -0.8134 1.9009 -0.9972
C -0.4500 2.0210 0.3230 -0.4663
C -1.9837 -0.5999 -0.8810 -0.3936
F -2.4461 0.5059 1.6561 -0.3366
Si -1.2137 0.3073 0.5996 0.0895
H 3.3365 -0.7883 -1.2288 0.2953
H 3.4834 0.5077 0.0644 0.3310
H 1.9986 -2.1691 0.2768 0.2915
H -0.2138 1.8441 -1.8223 0.3357
H 0.8111 3.0718 -1.0836 0.3532
H 1.2084 1.3619 -0.8994 0.1018
H -3.3984 -1.7555 0.2802 0.3206
H -3.1236 -2.3807 -1.3525 0.3486
H -1.9028 -2.6115 -0.0922 0.3310
H 2.3233 0.1283 2.2922 0.2825
H 1.4409 -1.4678 2.5542 0.3292
H -1.2530 2.7626 0.2647 0.4047
H 0.1670 2.3004 1.1771 0.3409
H -2.7352 0.0555 -1.3338 0.3988
H -1.2272 -0.7840 -1.6454 0.4110
```

LUMO level (spin up / spin down) (eV): -0.2 / -0.3
Energy above the lowest of the compared OMol25 structures with the same formula, charge and spin (kcal per mole): 7.5
Gap between HOMO and LUMO (spin up / spin down) (eV): 7.68 / 6.76
Strongest force on any atom (eV/A): 0.39

4.
Computed, not measured: a gas-phase ion, C7H15IN2 (charge +2) in a non-equilibrium geometry, with ωB97M-V/def2-TZVPD.

```
25
Properties=species:S:1:pos:R:3:mulliken_charge:R:1
C -0.5348 3.1575 0.3316 -1.3011
C -0.3432 1.7507 0.5318 0.6264
N -0.3559 0.8194 -0.3440 0.1584
C -0.6760 1.0797 -1.7776 -0.8812
C -0.2439 -0.5152 0.1474 -0.6528
N -1.5741 -1.3347 0.3125 -0.4443
I -3.3992 -0.5312 -0.1178 0.3958
C 1.0360 -1.0358 0.4177 1.1609
C 1.3419 -1.7750 -0.9008 -1.5151
C 1.0419 -2.0363 1.6184 -1.4084
H -0.7458 3.4771 -0.6177 0.4438
H -1.2218 3.5570 1.1625 0.3783
H 0.3053 3.7124 0.6758 0.3877
H -0.1311 1.3589 1.6810 0.3733
H -1.2691 2.0986 -1.7377 0.3370
H -1.1500 0.2571 -2.2465 0.4366
H 0.3331 1.2622 -2.4426 0.3283
H -1.5352 -2.3015 0.5233 0.3076
H 1.8566 -0.3125 0.5995 0.4660
H 2.1263 -2.4604 -0.6801 0.4422
H 1.5683 -1.0578 -1.6364 0.4036
H 0.4627 -2.2545 -1.2945 0.4200
H 0.0085 -2.0838 2.2142 0.3388
H 1.8024 -1.8068 2.2691 0.4104
H 1.2969 -3.0250 1.3109 0.3878
```

LUMO level (eV): -9.7
Energy above the lowest of the compared OMol25 structures with the same formula, charge and spin (kcal per mole): 114.3
Total charge: +2
SMILES: C/C=[N+](C)/C(=[NH+]\I)C(C)C
Gap between HOMO and LUMO (eV): 7.76
Strongest force on any atom (eV/A): 8.40

5.
Computed, not measured: a molecular structure, C7H15IrN6OS in a non-equilibrium geometry, with ωB97M-V/def2-TZVPD.

```
31
Properties=species:S:1:pos:R:3:mulliken_charge:R:1
Ir 0.1049 -0.0207 -0.1018 1.2879
N 2.5745 0.4771 -0.5488 -0.6029
N 2.8352 1.8575 -0.6220 -0.1335
C 1.9367 2.7087 -1.1245 0.7561
N 2.2020 3.9841 -1.2676 -0.3425
S 0.3729 2.1107 -1.6166 -0.2277
H 3.2050 0.0611 0.1413 0.3300
H 2.7659 0.0302 -1.4552 0.3528
H 3.7751 2.1831 -0.3965 0.2549
H 3.1042 4.3950 -1.0491 0.2490
H 1.5016 4.6175 -1.6354 0.2299
N -3.9950 0.9639 0.9734 -0.3318
C -2.6963 0.8089 0.9059 0.7082
O -2.1241 0.4401 -0.1452 -0.6922
C -1.8409 1.1363 2.1199 -0.5188
C -0.4979 0.4522 2.0779 -0.8673
H -4.5790 0.7667 0.1658 0.2884
H -4.4630 1.2775 1.8147 0.2386
H -2.3778 0.8519 3.0346 0.4407
H -1.7306 2.2256 2.1378 0.3518
H -0.5527 -0.5867 2.4182 0.4653
H 0.2632 1.0138 2.6150 0.4022
N 0.5419 -4.3304 -0.8354 0.0163
C -0.6738 -4.0775 -1.3642 -0.4531
C -0.8815 -2.7143 -1.2188 -0.1532
N 0.2141 -2.1705 -0.6247 -0.2882
C 1.0587 -3.1778 -0.3900 -0.2908
H 0.9874 -5.2431 -0.7868 0.2470
H -1.3158 -4.8242 -1.7957 0.4045
H -1.7338 -2.1272 -1.5144 0.4655
H 2.0196 -3.0908 0.0878 0.4130
```

LUMO level (spin up / spin down) (eV): -13.0 / -13.0
Energy above the lowest of the compared OMol25 structures with the same formula, charge and spin (kcal per mole): 72.8
Total charge: +3
2S+1: 2
Gap between HOMO and LUMO (spin up / spin down) (eV): 5.74 / 5.71
Strongest force on any atom (eV/A): 3.06

6.
Computed, not measured: a gas-phase ion, C7H15N (charge -1) in a non-equilibrium geometry, with ωB97M-V/def2-TZVPD.

```
23
Properties=species:S:1:pos:R:3:mulliken_charge:R:1
C 0.9585 -0.1212 1.9740 -0.0825
C 1.5031 0.5587 3.2027 -1.2528
C -0.1205 0.7565 1.2665 -0.9463
N -0.6889 0.2132 0.0827 -0.4233
C -0.5691 -1.7777 -1.8204 -1.2183
C -1.7968 -0.2579 -2.5350 -1.3638
C -0.2824 -0.3789 -2.2751 0.2262
C 0.1706 0.4448 -1.0231 -0.5883
H 1.7218 -0.2143 1.1985 0.1353
H 0.4841 -1.0707 2.2084 0.1770
H 2.2108 -0.0014 3.8310 0.3419
H 2.0226 1.5119 3.0189 0.3278
H 0.7603 0.9108 3.9383 0.3102
H -0.9025 0.9442 2.0251 0.3421
H 0.3450 1.7575 1.0774 0.3300
H 0.0656 -2.5979 -2.1879 0.2855
H -1.0514 -1.9944 -0.8878 0.4373
H -2.3799 -0.3476 -1.6252 0.3718
H -2.0463 0.8225 -2.7567 0.3578
H -2.2039 -0.7750 -3.4026 0.3762
H 0.3757 -0.0655 -3.0775 0.4655
H 0.1860 1.5234 -1.3511 0.2096
H 1.2377 0.1591 -0.8811 0.1810
```

LUMO level (spin up / spin down) (eV): 4.1 / 4.1
Energy above the lowest of the compared OMol25 structures with the same formula, charge and spin (kcal per mole): 52.7
Total charge: -1
2S+1: 2
Gap between HOMO and LUMO (spin up / spin down) (eV): 5.54 / 5.51
Strongest force on any atom (eV/A): 4.52

Which value of strongest force on any atom does entry 5 give? 3.06 eV/A

Which value of strongest force on any atom does entry 5 give? 3.06 eV/A